No. 1
# C10H19N2

A gas-phase ion, C10H19N2 (charge +1) (wB97M-V/def2-TZVPD, the Open Molecules 2025 dataset).

Each atom is followed by the atoms it is bonded to, with distances in Å.
Atoms and positions in Å:
1 C 2.33 0.39 0.60  C2 1.436, N11 1.384, H13 1.054
2 C 1.54 -0.57 1.31  C1 1.436, N12 1.256, H14 1.146
3 C 0.66 0.56 -1.04  C9 1.450, N11 1.328
4 C -1.33 1.98 -0.86  C9 1.505, H15 1.193, H16 1.098, H17 1.001
5 C -1.27 0.06 -2.53  C9 1.539, H18 1.117, H19 1.081, H20 1.115
6 C -1.56 -0.87 2.15  C10 1.524, H21 1.202, H22 1.075, H23 1.028
7 C -0.48 -3.07 1.77  C10 1.494, H24 1.153, H25 1.075, H26 1.158
8 C 2.43 2.06 -1.12  N11 1.375, H27 1.066, H28 1.112, H29 1.114
9 C -0.47 1.12 -1.75  C3 1.450, C4 1.505, C5 1.539, H30 1.091
10 C -0.71 -1.71 1.20  C6 1.524, C7 1.494, N12 1.431, H31 1.061
11 N 1.77 1.03 -0.50  C1 1.384, C3 1.328, C8 1.375
12 N 0.44 -0.93 0.83  C2 1.256, C10 1.431
13 H 3.33 0.59 0.86  C1 1.054
14 H 2.32 -1.11 1.96  C2 1.146
15 H -1.60 1.23 0.02  C4 1.193
16 H -2.21 2.31 -1.43  C4 1.098
17 H -0.91 2.79 -0.45  C4 1.001
18 H -1.98 -0.25 -1.72  C5 1.117
19 H -0.65 -0.73 -2.94  C5 1.081
20 H -1.96 0.49 -3.29  C5 1.115
21 H -1.66 0.19 1.59  C6 1.202
22 H -1.06 -0.86 3.10  C6 1.075
23 H -2.51 -1.24 2.22  C6 1.028
24 H 0.09 -2.90 2.76  C7 1.153
25 H 0.01 -3.82 1.19  C7 1.075
26 H -1.56 -3.42 2.04  C7 1.158
27 H 1.79 2.81 -1.52  C8 1.066
28 H 3.11 2.58 -0.40  C8 1.112
29 H 3.20 1.69 -1.83  C8 1.114
30 H 0.13 1.59 -2.54  C9 1.091
31 H -1.22 -2.00 0.32  C10 1.061

Summary:
Charge   +1
ΔE to the lowest compared entry with this formula, charge and spin   6.847 eV
HOMO (spin up / spin down)   -12.155 / -12.209 eV
Spin multiplicity   1
Gap between HOMO and LUMO (spin up / spin down)   7.000 / 7.481 eV


No. 2
# C21H22N4O2S

A single C21H22N4O2S molecule (wB97M-V/def2-TZVPD, the Open Molecules 2025 dataset).

Each atom is followed by the atoms it is bonded to, with distances in Å.
Atoms and positions in Å:
1 C -1.49 -1.53 3.07  C2 1.490, H29 1.065, H30 1.111, H31 1.111
2 C -1.17 -2.78 2.33  C1 1.490, C3 1.558, H32 1.110, H33 1.094
3 C -1.66 -2.80 0.85  C2 1.558, S4 1.875, N8 1.442, H34 1.077
4 S -3.50 -2.44 0.73  C3 1.875, C5 1.856
5 C -3.27 -1.06 -0.49  S4 1.856, C6 1.502, H35 1.087, H36 1.095
6 C -1.78 -0.97 -0.71  C5 1.502, O7 1.226, N8 1.397
7 O -1.35 -0.07 -1.42  C6 1.226
8 N -0.98 -1.85 0.02  C3 1.442, C6 1.397, C9 1.409
9 C 0.39 -1.99 -0.30  N8 1.409, C10 1.448, C15 1.349
10 C 1.05 -3.06 -1.01  C9 1.448, C11 1.432, C13 1.383
11 C 0.36 -4.17 -1.60  C10 1.432, N12 1.165
12 N -0.25 -5.07 -2.04  C11 1.165
13 C 2.39 -2.75 -1.18  C10 1.383, N14 1.384, C28 1.488
14 N 2.58 -1.50 -0.62  C13 1.384, C15 1.382, C25 1.468
15 C 1.38 -1.09 -0.08  C9 1.349, N14 1.382, C16 1.451
16 C 1.29 0.17 0.64  C15 1.451, O17 1.248, N18 1.383
17 O 1.96 0.28 1.68  C16 1.248
18 N 0.64 1.26 0.11  C16 1.383, C19 1.389, H37 1.019
19 C 0.48 2.55 0.60  N18 1.389, C20 1.403, C24 1.401
20 C 1.27 3.17 1.59  C19 1.403, C21 1.390, H38 1.090
21 C 1.03 4.48 1.99  C20 1.390, C22 1.370, H39 1.086
22 C 0.04 5.17 1.35  C21 1.370, C23 1.387, H40 1.097
23 C -0.70 4.63 0.31  C22 1.387, C24 1.384, H41 1.082
24 C -0.49 3.31 -0.07  C19 1.401, C23 1.384, H42 1.068
25 C 3.86 -0.78 -0.66  N14 1.468, C26 1.535, H43 1.102, H44 1.127
26 C 4.85 -1.41 -1.64  C25 1.535, C27 1.549, H45 1.110, H46 1.085
27 C 4.84 -2.95 -1.48  C26 1.549, C28 1.544, H47 1.103, H48 1.077
28 C 3.46 -3.54 -1.86  C13 1.488, C27 1.544, H49 1.113, H50 1.089
29 H -0.78 -0.78 2.81  C1 1.065
30 H -1.50 -1.69 4.17  C1 1.111
31 H -2.49 -1.10 2.85  C1 1.111
32 H -0.07 -2.92 2.34  C2 1.110
33 H -1.62 -3.64 2.84  C2 1.094
34 H -1.55 -3.78 0.42  C3 1.077
35 H -3.74 -1.27 -1.44  C5 1.087
36 H -3.63 -0.11 -0.10  C5 1.095
37 H 0.14 1.06 -0.75  N18 1.019
38 H 2.07 2.65 2.11  C20 1.090
39 H 1.62 5.03 2.72  C21 1.086
40 H -0.13 6.24 1.55  C22 1.097
41 H -1.42 5.22 -0.24  C23 1.082
42 H -0.99 2.92 -0.93  C24 1.068
43 H 3.68 0.29 -0.88  C25 1.102
44 H 4.32 -0.81 0.36  C25 1.127
45 H 5.88 -1.03 -1.48  C26 1.110
46 H 4.57 -1.12 -2.65  C26 1.085
47 H 5.59 -3.33 -2.19  C27 1.103
48 H 5.14 -3.22 -0.48  C27 1.077
49 H 3.33 -4.62 -1.63  C28 1.113
50 H 3.35 -3.38 -2.93  C28 1.089

Summary:
Structure (SMILES)   CC[C@H]1SCC(=O)N1c1c(C#N)c2n(c1C(=O)Nc1ccccc1)CCCC2
ΔE to the lowest compared entry with this formula, charge and spin   0.926 eV
HOMO   -8.481 eV
Spin multiplicity   1
Gap between HOMO and LUMO   9.070 eV


No. 3
# C4H10IP

2 unconnected molecules or ions with the total composition C4H10IP (wB97M-V/def2-TZVPD, the Open Molecules 2025 dataset).

Each atom is followed by the atoms it is bonded to, with distances in Å.
Atoms and positions in Å:
1 C 1.31 0.59 0.90  C3 1.545, H7 1.159, H8 1.033, H9 1.158
2 C -0.51 0.24 -1.72  C4 1.520, H10 1.149, H11 1.160, H12 1.132
3 C -0.21 0.87 0.82  C1 1.545, C4 1.588, H13 1.173, H14 1.041
4 C -1.01 0.08 -0.30  C2 1.520, C3 1.588, I6 2.074
5 P -0.31 -2.58 0.31  H15 1.339, H16 1.438
6 I -3.05 0.17 0.04  C4 2.074
7 H 1.56 -0.31 1.59  C1 1.159
8 H 1.82 1.35 1.38  C1 1.033
9 H 1.80 0.39 -0.13  C1 1.158
10 H 0.10 -0.67 -2.06  C2 1.149
11 H -1.38 0.37 -2.49  C2 1.160
12 H 0.20 1.10 -1.91  C2 1.132
13 H -0.44 1.96 0.46  C3 1.173
14 H -0.65 0.72 1.75  C3 1.041
15 H -0.13 -2.24 1.59  P5 1.339
16 H 0.89 -2.03 -0.24  P5 1.438

Summary:
ΔE to the lowest compared entry with this formula, charge and spin   4.027 eV
HOMO (spin up / spin down)   -7.965 / -8.127 eV
Spin multiplicity   1
Gap between HOMO and LUMO (spin up / spin down)   7.276 / 7.729 eV


No. 4
# C5H6O2

A single C5H6O2 molecule (wB97M-V/def2-TZVPD, the Open Molecules 2025 dataset).

Each atom is followed by the atoms it is bonded to, with distances in Å.
Atoms and positions in Å:
1 O -2.63 1.00 -0.96  C2 1.204
2 C -1.76 0.17 -0.92  O1 1.204, C3 1.522, H8 1.108
3 C -1.26 -0.42 0.39  C2 1.522, C4 1.439, H9 1.096, H10 1.096
4 C 0.16 -0.66 0.43  C3 1.439, C5 1.233
5 C 1.35 -0.97 0.42  C4 1.233, C6 1.482
6 C 2.14 0.28 0.34  C5 1.482, O7 1.477, H11 1.094, H12 1.093
7 O 1.14 1.36 0.22  C6 1.477, H13 0.969
8 H -1.28 -0.23 -1.83  C2 1.108
9 H -1.66 0.15 1.23  C3 1.096
10 H -1.62 -1.46 0.47  C3 1.096
11 H 2.78 0.44 1.21  C6 1.094
12 H 2.74 0.35 -0.57  C6 1.093
13 H 0.81 1.62 1.09  O7 0.969

Summary:
Structure (SMILES)   O=CCC#CCO
ΔE to the lowest compared entry with this formula, charge and spin   4.191 eV
HOMO   -9.517 eV
Spin multiplicity   1
Gap between HOMO and LUMO   10.104 eV


No. 5
# C2H3Cl2NOSi

2 unconnected molecules or ions with the total composition C2H3Cl2NOSi (wB97M-V/def2-TZVPD, the Open Molecules 2025 dataset).

Each atom is followed by the atoms it is bonded to, with distances in Å.
Atoms and positions in Å:
1 C 1.92 0.09 -2.24  N3 1.159, O4 1.241
2 C 0.32 0.02 0.38  Si5 1.895, H8 1.117, H9 1.097, H10 1.024
3 N 0.94 -0.12 -2.82  C1 1.159
4 O 2.98 0.11 -1.60  C1 1.241
5 Si 1.99 0.49 1.15  C2 1.895, Cl6 1.986, Cl7 1.932
6 Cl 2.06 2.42 1.62  Si5 1.986
7 Cl 2.82 -0.71 2.42  Si5 1.932
8 H -0.46 0.42 1.07  C2 1.117
9 H 0.34 0.46 -0.62  C2 1.097
10 H 0.23 -0.96 0.09  C2 1.024

Summary:
ΔE to the lowest compared entry with this formula, charge and spin   3.298 eV
HOMO   -8.839 eV
Spin multiplicity   1
Gap between HOMO and LUMO   6.584 eV


No. 6
# C2H9BN2O2

A single C2H9BN2O2 molecule (wB97M-V/def2-TZVPD, the Open Molecules 2025 dataset).

Each atom is followed by the atoms it is bonded to, with distances in Å.
Atoms and positions in Å:
1 C -2.12 -0.70 0.23  N2 1.390, H8 1.203, H9 1.170, H10 1.073
2 N -0.92 -0.37 -0.40  C1 1.390, N3 1.385, C4 1.673
3 N -0.80 0.42 -1.52  N2 1.385, H11 1.064, H12 1.017
4 C 0.13 0.08 0.82  N2 1.673, B5 1.633, H13 1.157, H14 1.134
5 B 1.69 0.16 0.35  C4 1.633, O6 1.343, O7 1.347
6 O 2.72 -0.12 1.18  B5 1.343, H15 0.985
7 O 1.91 0.50 -0.93  B5 1.347, H16 0.948
8 H -2.71 0.14 0.86  C1 1.203
9 H -2.90 -1.17 -0.50  C1 1.170
10 H -1.86 -1.47 0.93  C1 1.073
11 H -1.26 1.38 -1.41  N3 1.064
12 H 0.14 0.65 -1.82  N3 1.017
13 H -0.08 -0.61 1.72  C4 1.157
14 H -0.30 1.12 0.96  C4 1.134
15 H 3.57 -0.27 0.72  O6 0.985
16 H 2.80 0.26 -1.18  O7 0.948

Summary:
Structure (SMILES)   CN(N)CB(O)O
ΔE to the lowest compared entry with this formula, charge and spin   0.498 eV
HOMO   -7.504 eV
Spin multiplicity   1
Gap between HOMO and LUMO   7.601 eV


No. 7
# C2H16NO5

7 unconnected molecules or ions with the total composition C2H16NO5 (wB97M-V/def2-TZVPD, the Open Molecules 2025 dataset).

Each atom is followed by the atoms it is bonded to, with distances in Å.
Atoms and positions in Å:
1 C 2.55 -0.47 0.75  C2 1.348, N3 1.349, H4 1.080
2 C 2.44 0.86 0.52  C1 1.348, H5 1.091, H6 1.086
3 N 1.70 -1.42 0.32  C1 1.349, H7 1.035, H9 1.012
4 H 3.38 -0.87 1.30  C1 1.080
5 H 3.24 1.51 0.87  C2 1.091
6 H 1.75 1.38 -0.14  C2 1.086
7 H 0.77 -1.20 -0.08  N3 1.035
8 H -0.08 1.39 3.37  H13 0.731
9 H 2.02 -2.38 0.25  N3 1.012
10 H -2.44 2.89 1.43  O12 0.961
11 H -1.89 1.31 1.05  O12 1.045
12 O -2.21 2.26 0.74  H10 0.961, H11 1.045
13 H 0.25 2.00 3.12  H8 0.731
14 H -0.37 -3.91 -2.01  O15 0.959
15 O 0.14 -3.31 -1.46  H14 0.959, H16 0.964
16 H -0.49 -2.76 -0.98  O15 0.964
17 H -0.58 0.09 -1.37  O18 0.967
18 O -0.96 -0.70 -0.97  H17 0.967, H19 1.055
19 H -1.31 -0.38 -0.03  O18 1.055
20 H -2.19 -0.70 1.74  O21 0.957
21 O -1.54 -0.09 1.39  H20 0.957
22 H -0.99 3.09 -2.19  O24 0.964
23 H -1.30 2.41 -0.88  O24 0.989
24 O -0.69 2.34 -1.66  H22 0.964, H23 0.989

Summary:
ΔE to the lowest compared entry with this formula, charge and spin   1.997 eV
HOMO (spin up / spin down)   -8.304 / -8.284 eV
<S²>   0.7728
Spin multiplicity   2
Gap between HOMO and LUMO (spin up / spin down)   8.362 / 4.503 eV


No. 8
# C4H31N2O11

11 unconnected molecules or ions with the total composition C4H31N2O11 (wB97M-V/def2-TZVPD, the Open Molecules 2025 dataset).

Each atom is followed by the atoms it is bonded to, with distances in Å.
Atoms and positions in Å:
1 C -0.52 3.12 2.29  C2 1.593, N7 1.453, H8 1.117, H9 1.059
2 C -0.59 2.33 0.91  C1 1.593, C3 1.537, H10 1.064, H11 1.115
3 C 0.85 2.09 0.42  C2 1.537, C4 1.608, H12 1.101, H13 1.140
4 C 1.14 0.60 -0.11  C3 1.608, N5 1.343, O6 1.287
5 N 1.12 -0.43 0.76  C4 1.343, H14 0.988, H15 1.066
6 O 1.29 0.48 -1.38  C4 1.287, H16 0.914
7 N -1.34 2.48 3.31  C1 1.453, H17 1.040, H18 0.993
8 H -0.94 4.16 2.30  C1 1.117
9 H 0.50 3.27 2.54  C1 1.059
10 H -1.15 2.81 0.14  C2 1.064
11 H -0.98 1.34 1.21  C2 1.115
12 H 1.62 2.46 1.11  C3 1.101
13 H 1.07 2.79 -0.45  C3 1.140
14 H 0.88 -1.35 0.48  N5 0.988
15 H 1.07 -0.25 1.81  N5 1.066
16 H 0.83 1.08 -1.90  O6 0.914
17 H -1.35 3.16 4.09  N7 1.040
18 H -2.25 2.31 2.94  N7 0.993
19 H 3.46 0.44 -3.07  O21 1.007
20 H 2.86 1.90 -3.30  O21 0.905
21 O 2.83 1.04 -3.57  H19 1.007, H20 0.905
22 H -2.48 -1.37 1.75  O24 0.897
23 H -2.67 -1.48 0.28  O24 0.935
24 O -3.00 -1.11 1.07  H22 0.897, H23 0.935
25 H 0.83 -4.11 -1.16  O27 0.878
26 H 2.02 -3.36 -1.05  O27 0.904
27 O 1.71 -4.20 -1.15  H25 0.878, H26 0.904
28 H 0.45 -3.88 1.27  O30 1.009
29 H 0.25 -3.05 2.45  O30 0.901
30 O 0.49 -2.93 1.59  H28 1.009, H29 0.901
31 H -0.79 0.19 3.20  O33 0.921
32 H 0.12 0.10 4.25  O33 0.902
33 O 0.12 0.18 3.36  H31 0.921, H32 0.902
34 H 3.75 -0.41 -1.39  O36 0.999
35 H 3.96 -1.78 -1.58  O36 0.881
36 O 3.48 -1.17 -1.99  H34 0.999, H35 0.881
37 H -3.92 3.45 0.26  O39 1.022
38 H -3.23 2.74 1.44  O39 0.949
39 O -3.37 2.63 0.51  H37 1.022, H38 0.949
40 H -0.81 3.57 -3.07  O42 0.956
41 H -0.90 2.20 -3.26  O42 0.896
42 O -0.86 2.76 -2.56  H40 0.956, H41 0.896
43 H -2.07 -3.94 -1.45  O45 0.969
44 H -1.57 -3.34 -0.19  O45 0.993
45 O -2.00 -4.17 -0.51  H43 0.969, H44 0.993
46 H -0.96 -1.43 -2.70  O48 0.947
47 H -0.06 -2.48 -2.54  O48 0.965
48 O -0.85 -2.16 -2.10  H46 0.947, H47 0.965

Summary:
Charge   +1
ΔE to the lowest compared entry with this formula, charge and spin   5.278 eV
HOMO   -12.258 eV
Spin multiplicity   1
Gap between HOMO and LUMO   9.148 eV


Number 1: largest force on an atom 0.100 hartree/bohr, calculated total energy -501.4840 a.u.. Number 2: largest force on an atom 0.084 hartree/bohr, calculated total energy -1581.1587 a.u.. Number 3: largest force on an atom 0.073 hartree/bohr, calculated total energy -797.3129 a.u.. Number 4: largest force on an atom 0.033 hartree/bohr, calculated total energy -344.4479 a.u.. Number 5: largest force on an atom 0.072 hartree/bohr, calculated total energy -1417.8910 a.u.. Number 6: largest force on an atom 0.110 hartree/bohr, calculated total energy -366.4507 a.u.. Number 7: largest force on an atom 0.063 hartree/bohr, calculated total energy -516.6018 a.u.. Number 8: largest force on an atom 0.118 hartree/bohr, calculated total energy -1107.8036 a.u..